The following is a quantum chemistry calculation of C31H32N2OSiZn as an isolated structure in a non-equilibrium geometry, from OMol25.

Kohn-Sham gap in Ha: 0.2803
Multiplicity: 1
Highest occupied orbital energy in eV: -8.14
Energy above the lowest of the compared OMol25 structures with the same formula, charge and spin in kcal per mole: 0.00

Last column: Löwdin charge in e.
Atoms and positions in Å:
Zn 0.488 2.285 -0.694  0.71
Si 1.051 -0.628 0.662  0.43
O 1.165 0.520 -0.461  -0.39
N -1.922 1.634 0.423  0.10
N -1.091 2.250 -2.155  0.06
C -1.322 -1.560 -0.595  -0.10
C 2.720 -0.396 -3.057  -0.14
C -1.571 2.557 -4.490  -0.04
C -0.934 -2.429 1.622  -0.10
C -2.961 -3.014 0.435  -0.10
C -2.828 1.982 -4.319  -0.04
C -3.446 0.669 2.005  -0.03
C 0.280 0.056 3.350  -0.11
C 2.299 -2.802 -0.669  -0.11
C 2.359 0.979 2.534  -0.10
C 4.400 -3.057 1.155  -0.09
C -4.019 0.761 -0.322  -0.02
C -2.529 -2.262 -0.658  -0.10
C 2.488 1.736 3.704  -0.08
C -0.729 2.676 -3.385  -0.12
C 0.037 3.518 0.694  -0.27
C 1.512 1.655 4.700  -0.09
C 2.366 -1.947 0.439  -0.22
C -0.549 -1.595 0.566  -0.23
C -4.341 0.378 0.978  -0.05
C 4.352 -3.883 0.026  -0.10
C 0.423 0.794 4.534  -0.09
C -2.772 1.377 -0.585  -0.21
C 1.242 0.150 2.340  -0.23
C 3.403 -2.095 1.364  -0.09
C -2.337 1.733 -1.960  -0.17
C 3.299 -3.755 -0.885  -0.09
C -2.163 -3.099 1.577  -0.08
C 1.985 0.943 -3.135  -0.20
C -2.281 1.370 1.677  -0.11
C -3.198 1.538 -3.052  0.00
H -4.686 0.546 -1.151  0.10
H 3.286 -0.574 -3.978  0.06
H -3.136 -2.200 -1.561  0.10
H -3.522 1.872 -5.148  0.11
H 5.208 -3.156 1.880  0.10
H 1.599 2.260 5.605  0.10
H 3.424 -0.438 -2.222  0.07
H 5.129 -4.632 -0.136  0.10
H -1.605 1.724 2.456  0.10
H -0.982 -0.980 -1.457  0.10
H 2.315 1.650 -2.367  0.05
H -5.275 -0.147 1.173  0.11
H -2.484 -3.683 2.441  0.10
H -0.597 -0.579 3.214  0.08
H 0.840 4.276 0.681  -0.04
H -4.146 1.037 -2.884  0.10
H -3.623 0.383 3.042  0.11
H 0.015 3.082 1.698  -0.03
H -0.277 -2.553 2.490  0.11
H 3.352 2.389 3.825  0.10
H 2.191 1.418 -4.102  0.07
H 0.278 3.097 -3.482  0.11
H 0.904 0.810 -3.081  0.03
H 3.430 -1.461 2.253  0.09
H 2.025 -1.232 -2.927  0.05
H 3.250 -4.393 -1.769  0.10
H -3.919 -3.534 0.396  0.10
H -1.223 2.909 -5.460  0.11
H -0.331 0.695 5.318  0.10
H 1.464 -2.722 -1.371  0.10
H 3.126 1.051 1.758  0.11
H -0.904 4.048 0.503  -0.02

The following is a quantum chemistry calculation of C50H77N4O5PZr as an isolated structure, from OMol25.

Charge: +2
Kohn-Sham gap in Ha: 0.2629
Multiplicity: 1
Highest occupied orbital energy in eV: -12.84
Energy above the lowest of the compared OMol25 structures with the same formula, charge and spin in kcal per mole: 0.00

Last column: Löwdin charge in e.
Atoms and positions in Å:
Zr -0.213 0.051 -0.360  1.85
P -3.164 0.173 0.129  0.76
O 1.311 0.290 -1.557  -0.30
O -0.785 -1.613 0.518  -0.35
O -3.264 1.752 -0.159  -0.33
O -2.971 0.194 1.719  -0.32
O -4.673 -0.305 0.039  -0.25
N -0.906 -1.253 -2.202  0.01
N 1.621 -0.066 1.131  -0.23
N -0.249 2.059 1.497  -0.27
N -1.187 1.380 -2.188  -0.01
C -5.220 2.950 -0.930  -0.05
C 2.169 -0.346 -4.381  -0.52
C -3.341 -0.872 2.628  -0.25
C 3.008 0.920 -4.146  -0.03
C 0.277 -4.969 1.598  0.03
C 0.938 1.929 2.370  -0.19
C 3.493 -5.298 3.647  -0.06
C 2.065 1.237 1.670  -0.16
C 3.404 -3.267 -2.193  -0.14
C -5.199 -1.263 -0.925  -0.25
C 2.618 -1.500 -0.754  -0.15
C 2.819 -0.719 0.516  -0.09
C -1.018 -3.348 -3.332  -0.02
C 2.350 -1.250 -3.152  -0.09
C 0.716 0.061 -4.614  -0.03
C 2.968 -2.494 -3.269  0.04
C -4.379 2.581 0.266  -0.25
C 0.941 -2.363 1.904  -0.16
C -1.896 -0.782 -2.979  -0.25
C 1.315 -6.414 4.105  -0.03
C -2.889 -3.505 -0.009  -0.06
C -2.115 -2.907 -4.047  0.00
C 2.562 -6.909 1.999  -0.03
C -2.627 2.709 -4.154  -0.01
C -4.564 -0.463 3.410  -0.05
C -0.481 -2.507 -2.375  -0.10
C 5.636 -4.364 -2.147  -0.03
C 1.730 -3.338 2.492  0.03
C 4.137 -4.594 -2.389  -0.55
C -1.697 -5.631 -0.562  -0.02
C 2.084 -0.829 -1.848  -0.27
C -2.571 -1.610 -3.857  0.00
C -6.286 -0.625 -1.751  -0.06
C 1.428 -4.684 2.323  -0.14
C -1.672 3.378 -3.414  -0.01
C 3.946 -5.152 -3.800  -0.05
C 3.268 -2.713 -0.927  0.03
C 2.671 -1.007 -5.668  -0.05
C 2.204 -5.811 3.007  -0.55
C -1.924 -4.560 0.522  -0.51
C -2.032 0.704 -2.993  -0.24
C -0.040 3.202 0.591  -0.09
C -1.367 2.427 2.388  -0.06
C -0.156 -2.692 1.115  -0.22
C -2.632 -5.209 1.725  -0.03
C 1.129 -0.923 2.258  -0.12
C 3.616 -5.618 -1.379  -0.05
C -0.981 2.674 -2.447  -0.11
C -0.575 -4.020 1.021  -0.07
C -2.782 1.346 -3.961  0.02
H -0.951 3.357 0.017  0.07
H 6.188 -5.295 -2.285  0.09
H 1.259 2.922 2.701  0.14
H -1.455 4.424 -3.576  0.13
H 0.645 1.381 3.262  0.12
H -2.632 -5.850 -1.080  0.09
H 0.175 4.114 1.157  0.11
H 3.731 -1.261 -5.622  0.10
H 4.119 -6.576 -1.522  0.10
H -0.604 -4.335 -3.476  0.12
H -5.418 -0.330 2.747  0.08
H 3.294 -1.343 1.274  0.13
H -4.384 -1.631 -1.548  0.09
H 4.390 -4.514 -4.564  0.09
H 3.677 -3.210 -0.055  0.12
H -4.956 2.066 1.038  0.12
H -0.222 3.172 -1.869  0.09
H 0.801 3.018 -0.082  0.09
H -2.605 -3.556 -4.761  0.13
H 3.242 -6.538 1.233  0.06
H -4.810 -1.237 4.140  0.09
H -6.812 -1.398 -2.313  0.09
H 2.453 1.830 0.840  0.13
H -7.010 -0.119 -1.114  0.09
H -0.962 -5.304 -1.301  0.07
H -3.404 -1.240 -4.437  0.12
H 3.136 -2.876 -4.261  0.09
H -4.390 0.469 3.948  0.09
H 0.657 0.712 -5.489  0.10
H 1.680 -7.312 1.500  0.08
H 4.040 -6.134 4.083  0.09
H -3.200 3.221 -4.916  0.13
H 5.824 -4.009 -1.131  0.09
H -2.515 -2.964 -0.869  0.06
H -5.555 2.061 -1.456  0.05
H -2.788 -4.481 2.525  0.09
H -6.102 3.503 -0.604  0.09
H -0.024 -6.005 1.526  0.11
H 4.149 -4.824 2.912  0.09
H 2.540 -5.779 -1.488  0.09
H -1.109 3.356 2.909  0.11
H -1.339 -6.569 -0.140  0.09
H -2.267 2.568 1.817  0.05
H 2.657 1.477 -3.273  0.08
H -3.508 -1.798 2.079  0.08
H 0.336 0.612 -3.758  0.05
H 2.943 1.574 -5.017  0.09
H 3.517 0.083 0.275  0.14
H 0.081 -0.810 -4.800  0.09
H 2.108 -1.909 -5.918  0.09
H 2.894 1.072 2.366  0.15
H -4.660 3.580 -1.624  0.08
H -1.535 1.641 3.117  0.09
H 3.300 -4.585 4.451  0.09
H -2.058 -6.038 2.138  0.08
H 3.808 -5.300 -0.355  0.05
H 2.558 -3.032 3.119  0.12
H -3.814 -4.004 -0.303  0.10
H 0.978 -5.647 4.805  0.09
H 0.168 -0.520 2.586  0.12
H 6.035 -3.625 -2.844  0.09
H -5.883 0.095 -2.463  0.07
H 4.058 0.668 -3.992  0.10
H -3.607 -5.597 1.422  0.10
H -3.138 -2.777 0.763  0.05
H 1.870 -7.166 4.667  0.09
H -3.446 0.786 -4.601  0.12
H 2.543 -0.302 -6.490  0.09
H 3.052 -7.736 2.514  0.10
H -2.480 -1.029 3.279  0.12
H 4.437 -6.123 -3.873  0.09
H 2.889 -5.295 -4.040  0.09
H 0.326 -2.842 -1.730  0.12
H -3.938 3.471 0.711  0.12
H 0.432 -6.900 3.684  0.08
H -5.578 -2.096 -0.341  0.12
H 1.836 -0.855 3.091  0.15

The following is a quantum chemistry calculation of C7H10N4O2S as an isolated structure in a non-equilibrium geometry, from OMol25.

Charge: +2
Kohn-Sham gap in Ha: 0.3135
Multiplicity: 1
Highest occupied orbital energy in eV: -17.97
Energy above the lowest of the compared OMol25 structures with the same formula, charge and spin in kcal per mole: 50.30

Last column: Löwdin charge in e.
Atoms and positions in Å:
S -0.165 0.308 -2.985  1.29
O 0.305 -1.854 1.462  0.20
O 1.895 2.418 1.056  0.25
N -0.208 -0.755 -0.480  0.10
N -0.491 -1.724 -1.412  0.10
N -0.424 -2.343 -3.593  0.17
N 0.571 1.768 -0.741  0.16
C 0.157 0.812 -1.471  -0.35
C -0.472 -1.429 -2.633  -0.53
C -1.208 1.096 1.506  0.00
C 0.994 1.720 0.702  -0.27
C 0.951 0.515 2.865  0.04
C 0.219 0.645 1.469  -0.40
C 0.152 -0.813 0.906  -0.36
H 0.866 2.701 -1.215  0.25
H -1.349 1.513 0.439  0.10
H -0.675 -3.351 -3.455  0.18
H -0.729 -2.603 -0.914  0.24
H -1.258 1.847 2.340  0.13
H 1.965 0.394 2.529  0.09
H 0.562 -0.455 3.264  0.12
H -0.531 -2.211 -4.686  0.22
H 0.886 1.516 3.365  0.13
H -2.012 0.287 1.680  0.15

| no. | energy (Eh) |
| --- | --- |
| 1 | -3454.11819 |
| 2 | -2934.85519 |
| 3 | -1039.63350 |